1.
Below is a gas-phase ion, C25H36N3O3 (charge +1), with properties calculated with ωB97M-V with the def2-TZVPD basis set.

ORCA input file:
```
! wB97M-V def2-TZVPD RIJCOSX def2/J DEFGRID3
* xyz 1 1
C 5.86203 -2.25763 -6.93276
C 5.04113 -1.01338 -6.57245
N 4.23237 -1.11830 -5.37474
C 4.97866 -1.35780 -4.15452
C 4.28309 -0.73452 -2.94620
C 3.03331 -1.91253 -5.52969
C 1.84954 -1.03205 -5.96830
O 1.51378 -0.04710 -5.01391
C 0.91761 -0.38587 -3.85469
C 0.38813 -1.64201 -3.54942
C -0.22648 -1.88481 -2.32934
C -0.31333 -0.86712 -1.40036
C 0.21467 0.40524 -1.70766
C 0.82046 0.65406 -2.91456
C -0.00618 1.29636 -0.56573
N 0.37114 2.51118 -0.57700
O 0.11484 3.28310 0.54532
C -0.69534 0.48636 0.44874
C -1.13334 0.82171 1.70961
C -1.76498 -0.16250 2.46962
O -2.17624 0.26266 3.73362
C -2.88005 -0.62174 4.57434
C -3.16888 0.18840 5.84524
N -3.58146 1.55577 5.44137
C -5.03890 1.66516 5.15685
C -5.90886 1.64065 6.40286
C -3.07967 2.62075 6.34950
C -1.61078 2.91189 6.09370
C -1.95520 -1.44316 1.98031
C -1.50820 -1.77602 0.70546
C -0.87861 -0.81796 -0.06320
H 6.58711 -2.48060 -6.15413
H 5.21982 -3.12577 -7.06440
H 6.39715 -2.08549 -7.86249
H 4.37200 -0.77128 -7.40177
H 5.71856 -0.16551 -6.43638
H 5.14687 -2.43223 -3.96839
H 5.95433 -0.88221 -4.27258
H 3.35647 -1.24995 -2.70393
H 4.04935 0.30525 -3.15610
H 4.93601 -0.78369 -2.07826
H 3.14870 -2.70868 -6.27978
H 2.79205 -2.38549 -4.57612
H 0.98150 -1.65556 -6.21667
H 2.13127 -0.45742 -6.85290
H 0.44392 -2.44680 -4.26516
H -0.62782 -2.86471 -2.11875
H 1.22526 1.62227 -3.15631
H 0.49454 4.14611 0.32192
H -0.99032 1.81084 2.11253
H -3.80827 -0.95852 4.09179
H -2.28039 -1.50333 4.82621
H -2.25219 0.26479 6.42998
H -3.93793 -0.28677 6.45171
H -3.07131 1.66528 4.53882
H -5.31237 0.84072 4.49611
H -5.20191 2.59973 4.61569
H -5.76939 0.73418 6.98504
H -6.95032 1.67456 6.09528
H -5.72551 2.49907 7.04198
H -3.24403 2.30902 7.38220
H -3.66179 3.52465 6.16143
H -1.45348 3.23862 5.06822
H -0.97952 2.04757 6.28002
H -1.28259 3.70983 6.75361
H -2.44258 -2.19977 2.57552
H -1.65748 -2.77751 0.33402
*
```

Values from the calculation:
SMILES string = CCN(CC)CCOc1ccc2c(c1)/C(=N/O)c1cc(OCC[NH+](CC)CC)ccc1-2
HOMO = -0.34835 hartree
HOMO-LUMO gap = 7.2 eV
E_LUMO = -2.256 eV

=====

2.
Below is 2 unconnected molecules or ions with the total composition C30H20F4O2, with properties calculated with ωB97M-V with the def2-TZVPD basis set.

ORCA input file:
```
! wB97M-V def2-TZVPD RIJCOSX def2/J DEFGRID3
* xyz 0 1
F -3.39515 -2.74954 3.43746
C -2.68740 -1.60972 3.61582
C -1.97049 -1.40347 4.77820
C -1.23721 -0.24378 4.95782
F -0.53620 -0.06110 6.09964
C -1.22279 0.71536 3.96923
C -1.93591 0.53674 2.77692
C -1.90018 1.52531 1.74941
C -2.55010 1.39331 0.54303
C -2.51140 2.31660 -0.47745
C -3.18808 2.15120 -1.72550
C -3.10704 3.13513 -2.72091
C -3.76119 2.98755 -3.92326
F -3.66282 3.94144 -4.87544
C -4.51555 1.85232 -4.15908
C -4.61369 0.86034 -3.20244
F -5.34764 -0.25231 -3.43586
C -3.95670 1.01146 -2.00464
C -2.67243 -0.64846 2.63414
H -1.97879 -2.15552 5.54387
H -0.64518 1.60722 4.12385
H -1.31529 2.41220 1.91649
H -3.12106 0.50004 0.38096
H -1.93529 3.21267 -0.32435
H -2.52664 4.02235 -2.55595
H -5.03204 1.73708 -5.09231
H -4.05097 0.22041 -1.28758
H -3.25396 -0.83935 1.75498
C 4.15600 -3.68173 3.45996
C 4.45392 -3.51562 2.12329
C 3.81655 -2.54041 1.38959
C 2.85928 -1.71431 1.97472
C 2.15185 -0.63409 1.22914
C 2.30017 -0.56495 -0.17772
C 1.72178 0.42228 -1.01666
C 2.09314 0.45211 -2.45858
C 3.06835 -0.37792 -3.00742
C 3.39055 -0.30542 -4.34303
C 2.75250 0.60342 -5.15939
C 1.79101 1.44199 -4.63431
C 1.46599 1.36516 -3.29741
O 0.92501 1.26132 -0.60716
O 1.46907 0.16163 1.86664
C 2.57655 -1.89638 3.32179
C 3.21498 -2.86893 4.05857
H 4.65997 -4.44494 4.02992
H 5.18750 -4.14579 1.64498
H 4.08183 -2.41297 0.35638
H 2.88658 -1.33010 -0.64396
H 3.59715 -1.08008 -2.39120
H 4.14724 -0.95902 -4.74676
H 3.01172 0.65939 -6.20334
H 1.29949 2.15864 -5.27235
H 0.72146 2.02210 -2.88189
H 1.84890 -1.25473 3.78617
H 2.98262 -2.99613 5.10299
*
```

Values from the calculation:
HOMO = -0.22667 hartree
HOMO-LUMO gap = 2.5 eV
E_LUMO = -3.648 eV